17
Properties=species:S:1:pos:R:3:forces:R:3 method="wB97M-V/def2-TZVPD" total_energy_ha=-309.78295 homo_lumo_gap_ev=10.3 e_above_lowest_kcal_mol=37.29 molar_mass_g_mol=98.14
C 0.3951 0.0675 -2.8030 -1.06 -0.46 -0.57
C -1.2414 0.9476 -0.8011 1.95 3.17 2.44
C -0.5706 0.5687 0.2742 0.48 0.35 -1.38
C 0.5078 1.3606 0.9039 1.19 -0.02 -2.46
C 0.4568 -1.7241 0.2401 0.28 0.52 -1.55
C -0.6295 -0.7961 0.7912 0.13 -1.38 -2.25
O 1.4344 0.4065 -2.5769 1.27 0.43 0.26
H -1.2916 1.9689 -1.1384 0.44 0.21 -0.27
H -1.9041 0.3278 -1.1668 -3.38 -3.08 -2.10
H 1.5085 0.8449 0.8257 -0.89 0.74 -0.29
H 0.3325 1.4459 1.8909 -0.62 0.07 3.75
H 0.4995 2.3862 0.5667 0.51 0.21 -0.58
H 1.3855 -1.4124 0.6513 1.05 0.50 0.27
H 0.6365 -1.7175 -0.8742 -0.70 -0.27 1.14
H 0.3579 -2.7028 0.6464 -0.42 -1.02 -0.11
H -0.3019 -0.6845 1.7294 0.65 0.10 4.13
H -1.5754 -1.2873 0.8405 -0.89 -0.06 -0.43

---

17
Properties=species:S:1:pos:R:3:forces:R:3 method="wB97M-V/def2-TZVPD" total_energy_ha=-309.71398 homo_lumo_gap_ev=9.3 e_above_lowest_kcal_mol=80.57 molar_mass_g_mol=98.14
C -2.1292 -0.2091 0.5857 -0.43 0.10 -0.03
C -0.6801 -0.3246 0.8567 -0.70 1.14 -0.63
O -0.2229 -1.6732 0.7745 0.14 0.96 -0.26
C 0.8367 -1.0175 0.1448 1.62 -0.66 -0.56
C 0.7203 -0.7811 -1.2801 0.10 -0.56 -0.12
C 0.2257 0.3661 -0.4450 0.30 -1.26 2.20
C 1.2009 1.5301 -0.3142 -0.12 -0.01 0.30
H -2.3547 0.8567 0.5990 -0.36 -0.04 -0.02
H -2.2957 -0.6110 -0.4152 -0.25 0.08 0.13
H -2.7239 -0.7596 1.3187 -0.07 0.09 -0.01
H -0.3552 0.0369 1.8544 -0.11 0.47 -0.75
H 1.6960 -0.8400 0.7640 0.67 -0.44 -0.17
H 1.7252 -0.6793 -1.6838 -0.33 0.48 -0.38
H 0.0461 -1.3885 -1.8709 0.04 -0.10 0.01
H 1.2654 2.1811 -1.2002 -0.38 -0.39 0.13
H 0.9296 2.1767 0.5203 0.06 0.02 0.10
H 2.2312 1.1681 -0.1496 -0.19 0.10 0.07

---

17
Properties=species:S:1:pos:R:3:forces:R:3 method="wB97M-V/def2-TZVPD" total_energy_ha=-309.75531 homo_lumo_gap_ev=10.0 e_above_lowest_kcal_mol=54.63 molar_mass_g_mol=98.14 smiles="C=C1CO[C@H]2C[C@@H]12.[H][H]"
C -1.4061 0.3800 -1.4868 0.07 -0.05 0.09
C -0.6772 0.0335 -0.4307 -0.10 0.01 -0.10
C -1.1015 0.1431 1.0239 -0.26 -0.01 -0.09
O 0.0852 0.0894 1.8076 0.03 0.00 0.06
C 1.1244 -0.4276 1.0227 0.25 0.00 -0.01
C 0.9350 -1.7600 0.3751 -0.02 -0.18 0.08
C 0.7161 -0.4813 -0.4206 -0.02 0.14 -0.18
H -1.0314 0.2508 -2.4985 -0.03 0.02 0.15
H -2.4033 0.7998 -1.3795 0.16 -0.05 0.02
H -1.7702 -0.6859 1.2985 0.11 0.10 -0.05
H -1.6187 1.0827 1.2443 0.07 -0.13 -0.05
H 2.1012 -0.0977 1.3604 -0.15 -0.07 -0.08
H 0.0670 -2.3572 0.6421 0.11 0.12 -0.03
H 1.8250 -2.3347 0.1355 -0.13 0.12 0.05
H 1.3875 -0.2283 -1.2351 -0.12 -0.06 0.13
H 1.0203 3.0760 -0.9321 0.02 0.01 0.02
H 0.7467 2.5175 -0.5267 0.01 0.02 -0.02